# 1
The following is a DFT calculation (the ωB97M-V functional and the def2-TZVPD basis) of a cluster of 2 separate species, C2H7NO in total in a non-equilibrium geometry.

Results
Lowest unoccupied orbital energy (alpha / beta): -5.337 / -10.244 eV
Multiplicity: 2
Energy relative to the best compared isomer or geometry (same formula, charge and spin): 47.6 kcal/mol
M: 61.084 g mol⁻¹
Total charge: +1

Each line ends with the Löwdin spin population.
Cartesian coordinates (Å):
N  0.23  -0.24  -1.14  0.12
H  1.76  -2.08  1.54  0.00
H  0.90  -0.42  1.18  0.00
H  0.41  1.75  -0.38  0.05
C  -0.27  0.94  -0.64  0.10
H  1.18  -0.22  -1.70  0.00
H  -0.36  -1.10  -1.36  0.00
H  0.01  -1.90  1.83  0.00
H  1.32  -0.98  2.82  0.00
O  -1.42  1.13  -0.39  0.73
C  1.02  -1.34  1.84  0.01


# 2
The following is a DFT calculation (the ωB97M-V functional and the def2-TZVPD basis) of a cluster of 2 separate species, C2H7NO2 in total in a non-equilibrium geometry.

Results
Lowest unoccupied orbital energy: 1.005 eV
Energy relative to the best compared isomer or geometry (same formula, charge and spin): 103.6 kcal/mol
M: 77.083 g mol⁻¹

Each line ends with the Löwdin charge.
Cartesian coordinates (Å):
C  1.50  0.18  -0.18  -0.05
H  0.13  -1.63  1.07  0.09
H  1.70  -0.77  -0.64  0.07
H  0.47  1.28  1.29  0.12
C  0.63  0.31  0.83  -0.31
H  -0.77  -0.57  2.01  0.09
O  -0.91  0.38  -1.78  -0.14
N  0.11  -0.74  1.55  0.06
H  -2.74  0.05  -1.46  0.08
O  -1.95  -0.12  -0.93  -0.11
H  -0.15  0.58  -1.15  0.04
H  1.98  1.05  -0.61  0.06


# 3
The following is a DFT calculation (the ωB97M-V functional and the def2-TZVPD basis) of a cluster of 2 separate species, C2H7NO2 in total in a non-equilibrium geometry.

Results
Lowest unoccupied orbital energy: 0.035 eV
Energy relative to the best compared isomer or geometry (same formula, charge and spin): 70.3 kcal/mol
M: 77.083 g mol⁻¹

Each line ends with the Löwdin charge.
Cartesian coordinates (Å):
H  3.44  -0.96  0.76  0.09
H  -1.57  -1.00  -1.03  0.09
H  2.01  -0.54  1.76  0.12
H  0.36  0.21  -0.29  0.00
H  -1.48  -0.58  0.65  0.04
H  -1.59  1.29  -1.53  0.11
C  2.33  -0.84  0.68  -0.08
N  -1.83  -0.41  -0.23  0.02
H  -2.03  1.60  0.13  0.12
O  1.75  -0.75  -0.40  -0.03
C  -1.40  0.90  -0.52  -0.32
O  0.00  1.07  0.01  -0.14


# 4
The following is a DFT calculation (the ωB97M-V functional and the def2-TZVPD basis) of a cluster of 2 separate species, C2H7NO2 in total in a non-equilibrium geometry.

Results
Lowest unoccupied orbital energy: 0.817 eV
Energy relative to the best compared isomer or geometry (same formula, charge and spin): 72.1 kcal/mol
M: 77.083 g mol⁻¹

Each line ends with the Löwdin charge.
Cartesian coordinates (Å):
O  -2.16  0.64  1.24  -0.04
H  -1.35  -0.82  -0.09  0.07
O  0.66  0.41  1.03  -0.05
H  1.22  1.07  1.45  0.12
H  1.90  0.67  -1.58  0.10
H  -3.28  -0.39  0.06  0.08
C  1.10  -0.39  0.04  -0.44
H  0.63  -1.41  0.00  0.11
N  0.97  0.18  -1.30  -0.02
C  -2.21  -0.23  0.36  -0.11
H  2.14  -0.73  0.19  0.11
H  0.37  1.02  -1.40  0.07


# 5
The following is a DFT calculation (the ωB97M-V functional and the def2-TZVPD basis) of the molecule C2H7NO2 in a non-equilibrium geometry.

Results
Lowest unoccupied orbital energy: 0.595 eV
Energy relative to the best compared isomer or geometry (same formula, charge and spin): 98.8 kcal/mol
M: 77.083 g mol⁻¹

Each line ends with the Löwdin charge.
Cartesian coordinates (Å):
C  -0.41  1.03  0.79  -0.20
H  -1.32  -0.16  2.00  0.10
H  0.76  0.94  -1.17  0.10
H  0.44  1.03  1.49  0.11
H  1.38  -0.78  0.29  0.11
H  -0.33  -1.48  0.04  0.11
O  1.02  -1.28  -1.80  -0.19
H  0.23  -1.47  -2.34  0.03
C  0.43  -0.76  -0.26  -0.23
H  -0.60  2.05  0.48  0.10
O  -1.56  0.48  1.31  -0.04
N  -0.03  0.39  -0.83  -0.01


# 6
The following is a DFT calculation (the ωB97M-V functional and the def2-TZVPD basis) of a cluster of 2 separate species, C2H7NO2 in total.

Results
Lowest unoccupied orbital energy: 0.603 eV
Energy relative to the best compared isomer or geometry (same formula, charge and spin): 26.3 kcal/mol
M: 77.083 g mol⁻¹

Each line ends with the Löwdin charge.
Cartesian coordinates (Å):
C  -2.29  -0.26  -0.18  -0.44
O  1.59  0.42  0.73  -0.13
H  -1.80  -0.27  -1.16  0.12
H  1.16  0.94  -1.21  0.08
O  -3.49  -0.26  -0.05  0.01
H  2.82  0.34  -0.96  0.08
H  1.47  -0.79  -0.94  0.08
C  1.78  0.22  -0.68  -0.14
N  -1.40  -0.32  0.84  0.13
H  2.43  0.29  1.15  0.07
H  -0.45  -0.02  0.69  0.05
H  -1.81  -0.27  1.77  0.11


For the records above, the corresponding total energy values read -210.0020, -285.5066, -285.5598, -285.5568, -285.5144, -285.6300 a.u..